A | Entry from the OMol25 dataset: a 3-piece molecular cluster, C3H12NO4 overall (ωB97M-V with the def2-TZVPD basis set).

The calculation puts the HOMO energy at -14.487 eV. The total charge is +1. Its LUMO energy is -3.464 eV. As for the gap between HOMO and LUMO: 0.4051 Ha.

CARTESIAN COORDINATES (ANGSTROEM)
O 1.864 -1.834 0.623
C 2.221 -0.790 0.052
C 1.141 0.351 -0.138
C 1.530 1.727 0.306
O 2.846 2.055 -0.119
N -0.229 -0.106 0.391
H 3.238 -0.538 -0.199
H 1.107 0.530 -1.344
H 1.793 1.745 1.376
H 0.832 2.516 0.022
H 2.706 2.400 -1.158
H -0.075 -1.073 0.793
H -0.652 0.406 1.071
H -1.127 -0.113 -0.193
H -2.778 -1.676 1.805
H -2.560 -2.754 0.671
O -2.190 -1.971 1.225
H -3.078 -0.145 -2.453
H -3.680 -0.651 -1.242
O -2.909 -0.078 -1.489

=====

B | Entry from the OMol25 dataset: a 3-piece molecular cluster, C3H12NO4 overall (ωB97M-V with the def2-TZVPD basis set).

The calculation puts the HOMO energy at -14.686 eV. The total charge is +1. Its LUMO energy is -3.206 eV. As for the gap between HOMO and LUMO: 0.4219 Ha.

CARTESIAN COORDINATES (ANGSTROEM)
C -0.752 1.585 1.034
C -1.041 1.324 -0.456
C 0.054 0.521 -1.256
O -0.407 0.493 -2.555
O 1.101 0.027 -0.963
N -0.156 0.261 1.598
H 0.105 2.183 1.229
H -1.692 1.397 1.618
H -1.428 2.282 -0.839
H -1.940 0.599 -0.542
H 0.191 -0.086 -3.259
H -0.692 -0.541 1.204
H -0.150 0.237 2.715
H 0.810 0.055 1.250
H 2.507 -1.896 1.256
H 2.965 -0.355 0.924
O 2.200 -0.876 1.348
H -0.380 -2.325 -0.069
H -1.431 -3.213 0.795
O -1.312 -2.236 0.496

=====

Most stable structure: B

=====

A | Entry from the OMol25 dataset: H18O9Xe as an isolated structure (ωB97M-V with the def2-TZVPD basis set).

The calculation puts the HOMO energy at -10.772 eV. Its LUMO energy is 0.023 eV. As for the gap between HOMO and LUMO: 0.3967 Ha.

CARTESIAN COORDINATES (ANGSTROEM)
Xe -0.481 0.778 0.340
O 0.028 -2.306 -1.347
H 0.486 -1.578 -1.767
H -0.728 -2.472 -1.911
O -2.156 -1.114 2.907
H -2.735 -0.512 2.440
H -2.010 -1.832 2.291
O -0.428 0.897 3.876
H -0.648 0.795 4.802
H -1.019 0.298 3.421
O -3.103 -1.727 -0.670
H -3.361 -0.933 -0.200
H -2.627 -2.245 -0.021
O -0.581 4.335 -0.766
H 0.355 4.147 -0.844
H -0.916 4.259 -1.659
O 2.730 -2.449 1.672
H 2.020 -2.710 2.259
H 2.554 -1.529 1.476
O 3.122 0.295 1.059
H 2.857 0.519 1.951
H 4.073 0.198 1.109
O 0.975 -0.180 -3.057
H 1.206 -0.443 -3.948
H 1.794 0.146 -2.683
O -0.366 2.147 -3.690
H -1.231 1.740 -3.746
H 0.189 1.476 -3.293

=====

B | Entry from the OMol25 dataset: H18O9Xe as an isolated structure (ωB97M-V with the def2-TZVPD basis set).

The calculation puts the HOMO energy at -10.252 eV. Its LUMO energy is -0.222 eV. As for the gap between HOMO and LUMO: 0.3686 Ha.

CARTESIAN COORDINATES (ANGSTROEM)
Xe 0.561 0.778 -0.883
O 0.589 -3.372 0.377
H 0.222 -3.850 1.121
H 1.142 -2.699 0.774
O 3.403 -1.567 -1.811
H 3.159 -1.547 -0.886
H 2.627 -1.907 -2.257
O -3.145 1.653 -1.282
H -3.134 1.463 -2.220
H -4.042 1.936 -1.106
O 2.730 -1.706 1.024
H 2.582 -0.870 1.466
H 3.413 -2.134 1.541
O -0.993 -2.573 -1.564
H -0.319 -2.407 -2.223
H -0.505 -2.822 -0.780
O -1.780 3.952 -0.201
H -2.219 3.233 -0.654
H -1.234 4.361 -0.873
O -3.248 -1.083 -0.713
H -3.038 -0.150 -0.755
H -2.526 -1.512 -1.173
O 1.786 0.833 2.326
H 1.552 0.624 3.230
H 2.709 1.086 2.369
O 0.028 3.728 1.932
H -0.676 3.722 1.284
H 0.356 2.829 1.938

=====

Most stable structure: B

=====

A | Entry from the OMol25 dataset: a 5-piece molecular cluster, H10O5 overall (ωB97M-V with the def2-TZVPD basis set).

The calculation puts the HOMO energy at -10.729 eV. Its LUMO energy is 0.339 eV. As for the gap between HOMO and LUMO: 0.4068 Ha.

CARTESIAN COORDINATES (ANGSTROEM)
O -2.538 -0.165 2.306
H -2.059 0.064 3.086
H -1.796 -0.180 1.708
O 1.653 1.122 -2.198
H 1.750 0.780 -3.092
H 0.709 1.193 -2.115
O -1.006 1.586 -1.001
H -1.352 1.012 -1.671
H -1.718 1.841 -0.455
O 0.127 0.041 1.339
H 0.276 0.403 0.481
H 0.632 -0.744 1.368
O 1.417 -2.232 0.260
H 2.118 -1.648 -0.145
H 1.793 -3.074 0.124

=====

B | Entry from the OMol25 dataset: a 5-piece molecular cluster, H10O5 overall (ωB97M-V with the def2-TZVPD basis set).

The calculation puts the HOMO energy at -10.688 eV. Its LUMO energy is 0.126 eV. As for the gap between HOMO and LUMO: 0.3974 Ha.

CARTESIAN COORDINATES (ANGSTROEM)
O 1.204 -0.328 2.487
H 1.573 -0.062 1.603
H 1.945 -0.122 3.077
O 2.149 0.134 -0.051
H 3.158 0.123 0.119
H 1.941 0.476 -0.932
O -0.858 -0.731 0.189
H -0.035 -0.666 -0.153
H -0.602 -1.059 1.025
O -1.420 2.033 0.648
H -1.455 1.091 0.534
H -1.867 2.439 -0.102
O -1.665 -0.842 -2.981
H -2.469 -1.244 -3.356
H -1.597 -1.242 -2.109

=====

C | Entry from the OMol25 dataset: a 5-piece molecular cluster, H10O5 overall (ωB97M-V with the def2-TZVPD basis set).

The calculation puts the HOMO energy at -10.470 eV. Its LUMO energy is 0.582 eV. As for the gap between HOMO and LUMO: 0.4062 Ha.

CARTESIAN COORDINATES (ANGSTROEM)
O -0.414 0.320 0.133
H -0.442 0.950 -0.607
H 0.474 0.275 0.628
O -2.820 0.030 -1.298
H -3.558 0.075 -1.851
H -2.501 -0.868 -1.494
O -0.885 -1.179 2.191
H -0.287 -1.377 1.469
H -0.594 -0.244 2.264
O 1.476 2.828 0.133
H 1.088 3.682 0.066
H 2.333 2.872 -0.317
O 2.394 -2.042 -0.955
H 2.655 -2.505 -0.151
H 2.826 -2.520 -1.645

=====

Most stable structure: A

=====

A | Entry from the OMol25 dataset: a 5-piece molecular cluster, H10O5 overall (ωB97M-V with the def2-TZVPD basis set).

The calculation puts the HOMO energy at -10.157 eV. Its LUMO energy is 0.015 eV. As for the gap between HOMO and LUMO: 0.3738 Ha.

CARTESIAN COORDINATES (ANGSTROEM)
O 1.484 -1.974 1.293
H 2.212 -2.583 1.290
H 1.057 -2.045 0.447
O 0.223 0.566 -2.275
H 1.155 0.579 -2.445
H 0.068 -0.368 -2.298
O -1.084 0.215 2.158
H -0.285 0.403 1.637
H -1.722 -0.119 1.502
O 1.189 0.731 0.565
H 0.847 0.613 -0.336
H 1.624 -0.022 0.980
O -2.228 0.954 -0.855
H -1.542 1.592 -1.091
H -3.005 1.453 -0.571

=====

B | Entry from the OMol25 dataset: a 5-piece molecular cluster, H10O5 overall (ωB97M-V with the def2-TZVPD basis set).

The calculation puts the HOMO energy at -11.234 eV. Its LUMO energy is 0.364 eV. As for the gap between HOMO and LUMO: 0.4262 Ha.

CARTESIAN COORDINATES (ANGSTROEM)
O -29.340 0.080 1.176
H -28.697 0.754 1.398
H -30.061 0.560 0.769
O -28.166 -3.478 -0.677
H -27.928 -3.062 -1.506
H -28.441 -2.754 -0.115
O -26.340 -2.429 -4.889
H -25.495 -2.485 -5.334
H -26.619 -1.522 -5.015
O -29.838 -2.102 4.784
H -29.179 -2.780 4.639
H -29.814 -1.570 3.988
O -29.291 -7.291 -2.543
H -28.533 -7.856 -2.397
H -29.121 -6.517 -2.007

=====

C | Entry from the OMol25 dataset: a 5-piece molecular cluster, H10O5 overall (ωB97M-V with the def2-TZVPD basis set).

The calculation puts the HOMO energy at -10.948 eV. Its LUMO energy is 0.512 eV. As for the gap between HOMO and LUMO: 0.4211 Ha.

CARTESIAN COORDINATES (ANGSTROEM)
O -0.489 0.246 -2.716
H -1.272 -0.230 -2.999
H -0.011 -0.393 -2.187
O -0.784 -1.342 -0.118
H -1.514 -1.867 0.203
H 0.018 -1.382 0.419
O 1.045 -1.498 1.897
H 1.524 -0.815 1.407
H 0.654 -0.820 2.511
O -0.053 1.080 1.843
H 0.148 1.721 1.131
H -0.854 0.615 1.596
O 0.361 1.778 -0.749
H 1.321 1.719 -0.858
H -0.093 1.187 -1.379

=====

Most stable structure: C

=====

A | Entry from the OMol25 dataset: a 2-piece molecular cluster, C11H18O overall (ωB97M-V with the def2-TZVPD basis set).

The calculation puts the HOMO energy at -8.441 eV. Its LUMO energy is 0.819 eV. As for the gap between HOMO and LUMO: 0.3403 Ha.

CARTESIAN COORDINATES (ANGSTROEM)
C -1.032 -1.552 -2.787
C -0.592 -0.326 -1.980
C 0.587 -0.619 -1.083
C 0.447 -1.605 -0.116
C 1.516 -1.981 0.698
C 2.724 -1.310 0.555
O 3.838 -1.652 1.294
C 2.875 -0.281 -0.358
C 1.801 0.059 -1.173
H -1.279 -2.370 -2.114
H -0.197 -1.931 -3.388
H -1.864 -1.365 -3.462
H -0.429 0.548 -2.609
H -1.451 -0.079 -1.364
H -0.506 -2.071 0.110
H 1.393 -2.754 1.443
H 3.591 -2.371 1.898
H 3.792 0.294 -0.406
H 1.799 0.930 -1.811
C -1.730 0.899 2.380
C -1.632 1.521 0.993
C -1.346 3.036 1.062
H -2.247 1.541 3.097
H -0.708 0.827 2.751
H -2.157 -0.098 2.385
H -0.849 1.021 0.434
H -2.481 1.424 0.349
H -0.281 3.263 1.065
H -1.756 3.552 0.190
H -1.824 3.449 1.947

=====

B | Entry from the OMol25 dataset: a 2-piece molecular cluster, C11H18O overall (ωB97M-V with the def2-TZVPD basis set).

The calculation puts the HOMO energy at -8.428 eV. Its LUMO energy is 0.814 eV. As for the gap between HOMO and LUMO: 0.3397 Ha.

CARTESIAN COORDINATES (ANGSTROEM)
C 2.592 1.151 -1.895
C 1.139 0.679 -2.041
C 0.894 -0.638 -2.297
C -0.402 -1.171 -2.101
C -1.396 -0.267 -1.900
O -2.750 -0.521 -1.854
C -1.162 1.125 -1.714
C 0.140 1.557 -1.619
H 3.066 1.076 -2.867
H 3.336 0.673 -1.171
H 2.643 2.200 -1.635
H 1.653 -1.189 -2.868
H -0.503 -2.237 -2.341
H -2.904 -1.433 -2.135
H -1.973 1.845 -1.636
H 0.357 2.618 -1.295
C 0.501 -1.493 2.566
C -0.387 -0.490 1.769
C -1.780 -0.530 2.434
C 0.220 0.881 1.888
H 0.965 -2.153 1.847
H -0.087 -2.057 3.286
H 1.312 -1.096 3.176
H -0.438 -0.778 0.728
H -1.711 -0.116 3.432
H -2.448 -0.057 1.708
H -2.176 -1.525 2.611
H 0.638 1.119 2.852
H 1.165 1.141 1.388
H -0.505 1.684 1.686

=====

Most stable structure: A